86
Properties=species:S:1:pos:R:3:forces:R:3 method="wB97M-V/def2-TZVPD" gap_ev="4.770 / 5.596" e_homo_ev="-1.13 / -1.96" fmax_ev_per_a=0.4 multiplicity=3 relative_energy_kj_mol=4.26 charge=-2 s_squared=2.020
Ti -1.2562 0.1495 1.2164 -0.188 0.069 0.399
O -2.8827 3.4374 3.2597 -0.004 -0.034 0.032
C -2.0180 2.6342 2.9017 -0.002 -0.102 0.032
N -2.1056 1.2906 2.7969 -0.165 -0.055 -0.007
C -3.1353 0.6107 3.4895 0.066 0.063 0.011
C -3.7743 1.1177 4.6257 0.073 -0.023 -0.101
C -4.7259 0.3786 5.3104 -0.022 -0.004 0.010
C -5.0639 -0.8877 4.8621 0.004 0.004 0.006
C -4.4284 -1.4178 3.7491 0.109 0.053 -0.056
C -3.4554 -0.6924 3.0508 0.045 -0.129 -0.076
N -2.8282 -1.1300 1.8529 -0.079 0.017 0.219
C -2.9936 -2.4081 1.4443 -0.247 0.157 0.019
O -3.2254 -3.4112 2.1229 0.041 0.015 0.072
C -2.9911 -2.6424 -0.0581 0.093 -0.001 -0.043
C -2.5340 -3.8686 -0.5377 0.061 -0.013 -0.003
C -2.5599 -4.1042 -1.8979 0.026 -0.008 0.004
C -3.0791 -3.1251 -2.7359 -0.002 0.001 -0.007
C -3.5611 -1.9623 -2.1591 -0.006 -0.006 0.054
N -3.5184 -1.7151 -0.8506 0.003 0.015 -0.036
C -0.6686 3.2362 2.5631 0.020 -0.043 -0.061
C -0.6243 4.3921 1.7864 0.000 0.036 0.039
C 0.6046 4.9594 1.5134 -0.019 0.030 0.034
C 1.7462 4.3718 2.0440 0.001 0.020 0.022
C 1.5959 3.2439 2.8332 -0.045 -0.016 0.004
N 0.4167 2.6783 3.0914 0.007 0.014 0.005
H -3.5272 2.1110 4.9611 0.024 0.052 -0.005
H -5.2023 0.8019 6.1886 0.008 -0.011 -0.018
H -5.8146 -1.4769 5.3788 0.019 0.013 -0.011
H -4.6745 -2.4129 3.4224 0.006 -0.071 -0.043
H -2.1638 -4.5950 0.1725 0.008 -0.002 -0.016
H -2.1767 -5.0323 -2.3061 0.001 0.005 0.004
H -3.1090 -3.2551 -3.8103 0.006 -0.001 0.006
H -3.9870 -1.1773 -2.7778 0.001 0.003 0.009
H -1.5523 4.8039 1.4137 0.009 0.011 -0.011
H 0.6795 5.8400 0.8853 0.000 -0.006 -0.001
H 2.7341 4.7650 1.8406 -0.014 -0.004 -0.004
H 2.4648 2.7531 3.2625 -0.020 0.001 -0.008
Br 3.0632 -2.9771 -4.9825 0.129 -0.056 -0.058
C 3.8689 -1.8219 -3.6908 0.065 0.014 -0.012
C 4.0338 -2.2612 -2.3864 0.083 0.025 0.038
C 4.5880 -1.4265 -1.4343 -0.006 0.036 -0.060
C 5.0312 -0.1167 -1.7661 -0.158 0.135 0.133
C 4.8630 0.2787 -3.1167 0.061 -0.006 0.025
C 4.2837 -0.5485 -4.0585 0.006 0.015 0.006
N 5.6663 0.7373 -0.9061 -0.147 -0.068 0.133
N 5.4478 0.6419 0.4145 0.035 0.063 -0.232
C 4.1439 0.3874 0.8489 -0.078 -0.134 -0.058
C 3.9256 -0.5093 1.8827 0.062 0.069 -0.114
C 2.6415 -0.8600 2.3378 -0.049 0.045 0.135
C 1.5145 -0.2782 1.8046 0.034 -0.075 0.043
O 0.2638 -0.6089 2.1200 0.093 0.045 -0.015
C 1.7072 0.7378 0.8343 0.007 0.061 -0.037
N 0.5593 1.3662 0.4373 0.079 -0.026 -0.036
C 0.6460 2.3516 -0.4185 -0.010 -0.038 -0.030
C 1.8725 2.7818 -0.9547 0.068 -0.031 -0.050
C 3.0275 2.1482 -0.5854 0.022 -0.076 0.007
C 2.9855 1.0800 0.3400 0.030 -0.051 0.023
H 3.7336 -3.2656 -2.1131 0.004 -0.011 0.021
H 4.7161 -1.7896 -0.4260 0.008 0.013 0.050
H 5.1963 1.2720 -3.3954 -0.013 -0.016 -0.005
H 4.1474 -0.2070 -5.0770 -0.003 0.008 -0.002
H 4.7960 -1.0048 2.2993 -0.014 0.002 0.001
H 2.5196 -1.6139 3.1080 0.011 0.014 -0.015
H -0.2848 2.8354 -0.6943 0.011 -0.003 -0.011
H 1.8854 3.6104 -1.6508 0.001 -0.003 0.004
H 3.9857 2.4590 -0.9782 0.065 -0.028 -0.023
C 0.6918 -2.7735 0.1276 -0.088 -0.108 -0.083
C 0.2320 -1.8968 -0.9958 0.122 0.001 0.021
C 0.7384 -2.1460 -2.2968 0.006 -0.146 0.093
C 0.3545 -1.3830 -3.3484 -0.042 0.090 -0.052
C -0.5689 -0.3349 -3.1360 -0.061 0.022 0.072
C -1.0877 0.5084 -4.1478 -0.011 0.003 0.045
Br -0.5625 0.2687 -5.9610 0.012 -0.015 -0.020
C -1.9655 1.5073 -3.8454 -0.024 0.025 -0.001
C -2.3584 1.7205 -2.5169 -0.031 0.017 -0.021
Br -3.5261 3.1574 -2.1241 0.003 0.004 -0.004
C -1.8995 0.9416 -1.4647 -0.021 0.038 -0.100
O -2.2095 1.1412 -0.2299 0.066 0.095 -0.045
C -0.9993 -0.1246 -1.8135 0.011 0.002 -0.110
N -0.5957 -0.9033 -0.7649 0.017 0.027 -0.121
H 0.6527 -3.8178 -0.1877 0.005 -0.023 -0.009
H 0.0929 -2.6305 1.0223 -0.016 -0.020 -0.008
H 1.7281 -2.5306 0.3750 -0.004 -0.020 -0.025
H 1.4491 -2.9521 -2.4308 -0.107 0.049 -0.008
H 0.7558 -1.5611 -4.3374 -0.056 -0.014 0.039
H -2.3554 2.1497 -4.6225 0.002 0.003 0.000

=====

87
Properties=species:S:1:pos:R:3:forces:R:3 method="wB97M-V/def2-TZVPD" gap_ev=6.743 e_homo_ev=-8.64 fmax_ev_per_a=0.8 multiplicity=1 relative_energy_kj_mol=72.45 charge=0
Pb -0.4284 -0.8681 2.1440 -0.663 -0.201 -0.480
Cl -1.3933 1.5942 4.4254 0.006 0.169 -0.415
C -0.9727 0.1195 5.1853 -0.081 -0.132 0.019
C -0.6399 -0.9941 4.4250 0.188 0.186 -0.537
C -0.3286 -2.1791 5.0741 0.116 -0.035 0.141
Cl 0.1447 -3.5690 4.1806 0.175 0.007 0.388
C -0.3614 -2.2616 6.4670 -0.001 -0.034 0.019
Cl 0.0142 -3.7362 7.2598 0.009 -0.001 -0.010
C -0.6901 -1.1369 7.2175 -0.006 -0.010 0.044
Cl -0.7043 -1.2199 8.9288 -0.019 -0.002 -0.014
C -1.0016 0.0588 6.5766 -0.004 0.024 0.014
Cl -1.4182 1.4455 7.4955 -0.001 -0.001 0.032
C 1.0191 1.2387 -4.0440 0.046 0.118 0.061
C 0.3652 0.2081 -3.1580 -0.067 -0.114 -0.006
C -0.1370 -0.9732 -3.9716 0.062 -0.088 -0.055
O 1.2863 -0.2406 -2.1609 0.112 0.038 0.179
C 0.6602 -0.3185 -0.8863 -0.041 0.143 0.054
C -0.8289 0.0555 -1.2384 0.122 -0.042 0.048
O -0.6935 0.7972 -2.4387 0.025 0.077 0.194
C -1.8515 0.7104 -0.2835 -0.296 -0.225 -0.160
O -1.9283 -0.0857 0.9080 0.107 0.655 0.134
C -3.2934 0.5547 -0.8466 0.266 -0.061 0.000
C -3.6091 0.1306 -2.1316 -0.036 0.010 0.057
C -4.9394 0.0474 -2.5400 0.052 -0.020 0.014
C -5.9637 0.3785 -1.6705 0.030 -0.005 0.009
C -5.6523 0.7938 -0.3797 -0.001 -0.012 0.024
C -4.3318 0.8789 0.0253 -0.046 0.066 -0.019
C -1.6103 2.2272 -0.1709 -0.362 -0.216 0.139
C -1.9203 3.0555 -1.2534 -0.097 -0.026 -0.073
C -1.7096 4.4238 -1.1854 0.008 -0.080 -0.055
C -1.2014 4.9991 -0.0272 -0.005 -0.025 0.055
C -0.9121 4.1868 1.0546 -0.012 0.046 0.087
C -1.1215 2.8151 0.9716 -0.072 0.381 0.013
C 1.5661 0.3236 0.2308 0.574 0.375 -0.268
O 0.8084 0.6163 1.3816 0.022 -0.417 0.308
C 2.2374 1.6650 -0.1198 -0.020 -0.104 0.046
C 3.5302 1.9461 0.3261 -0.082 0.021 -0.097
C 4.1103 3.1838 0.0845 0.008 0.003 0.040
C 3.4067 4.1648 -0.5986 -0.030 0.005 0.018
C 2.1113 3.9023 -1.0205 0.021 -0.008 -0.057
C 1.5311 2.6658 -0.7748 -0.012 -0.031 -0.165
C 2.6681 -0.7026 0.5734 -0.221 -0.138 0.103
C 3.4898 -1.2616 -0.4079 -0.045 0.015 -0.034
C 4.4720 -2.1778 -0.0649 -0.029 0.006 -0.025
C 4.6604 -2.5543 1.2613 -0.003 0.010 -0.043
C 3.8668 -1.9914 2.2440 -0.028 -0.007 0.002
C 2.8825 -1.0683 1.8992 0.016 -0.013 -0.028
H 1.7967 0.7652 -4.6448 -0.035 0.032 0.006
H 1.4639 2.0300 -3.4446 -0.004 0.007 0.038
H 0.2640 1.6659 -4.7058 0.062 -0.019 -0.011
H 0.7144 -1.5497 -4.3364 -0.053 -0.008 -0.027
H -0.7218 -0.6194 -4.8220 0.017 -0.026 0.025
H -0.7658 -1.6201 -3.3639 -0.022 -0.096 0.013
H 0.6372 -1.3717 -0.5938 -0.080 -0.189 0.022
H -1.2825 -0.9180 -1.4557 -0.019 -0.085 -0.092
H -2.8327 -0.1191 -2.8412 0.028 0.012 0.015
H -5.1665 -0.2787 -3.5483 0.012 0.004 0.033
H -6.9963 0.3140 -1.9916 0.032 0.003 0.015
H -6.4447 1.0513 0.3137 0.034 -0.006 -0.027
H -4.0908 1.2015 1.0310 -0.008 -0.003 -0.039
H -2.3299 2.6245 -2.1571 0.001 0.041 0.026
H -1.9512 5.0444 -2.0404 -0.006 -0.027 0.024
H -1.0434 6.0688 0.0309 0.013 -0.012 -0.009
H -0.5129 4.6162 1.9680 -0.024 -0.049 -0.067
H -0.8671 2.1897 1.7876 0.142 -0.295 0.620
H 4.0945 1.1974 0.8647 0.026 0.019 -0.022
H 5.1166 3.3805 0.4363 -0.039 -0.017 -0.023
H 3.8610 5.1296 -0.7916 -0.016 -0.037 0.004
H 1.5401 4.6598 -1.5453 0.024 -0.029 0.040
H 0.5133 2.4910 -1.0956 0.195 0.002 -0.096
H 3.3688 -0.9595 -1.4409 -0.021 -0.039 0.041
H 5.1010 -2.5998 -0.8401 -0.034 0.011 0.026
H 5.4290 -3.2716 1.5212 -0.025 0.021 -0.008
H 4.0186 -2.2551 3.2842 -0.027 0.016 -0.034
H 2.3222 -0.5738 2.6850 0.054 -0.011 0.017
F 0.7265 -5.1594 -3.8743 0.040 0.009 -0.103
C 0.3667 -4.6567 -2.7016 -0.004 -0.013 -0.042
C -0.9316 -4.2256 -2.5067 -0.063 -0.038 -0.054
F -1.8138 -4.3231 -3.4987 -0.026 0.060 -0.055
C -1.3059 -3.7149 -1.2798 -0.009 0.046 0.060
F -2.5639 -3.3200 -1.1269 -0.039 0.040 -0.001
C -0.4096 -3.6482 -0.2149 -0.134 0.158 -0.159
S -0.9573 -3.2706 1.4017 0.095 0.155 -0.016
C 0.8882 -4.1021 -0.4406 -0.107 0.029 -0.047
F 1.7654 -4.1120 0.5492 0.220 0.052 0.180
C 1.2851 -4.5850 -1.6714 0.052 -0.037 0.002
F 2.5261 -5.0238 -1.8659 0.064 0.012 0.026